# 1
21 unconnected molecules or ions with the total composition C70H196N14O21 in a non-equilibrium geometry. Source: the OMol25 dataset; level of theory: ωB97M-V/def2-TZVPD.

Cartesian coordinates (Å):
C 1.651 0.073 6.847
C 1.276 1.110 5.767
O -0.027 1.613 6.002
H 1.066 -0.846 6.796
H 1.457 0.528 7.818
H 2.707 -0.191 6.892
H 1.276 0.600 4.804
H 2.107 1.799 5.614
H -0.568 1.263 5.290
C -2.113 4.312 4.604
C -3.001 4.350 5.781
O -2.916 3.177 6.564
H -1.044 4.143 4.734
H -2.275 5.233 4.044
H -2.409 3.594 3.838
H -4.019 4.481 5.416
H -2.821 5.187 6.456
H -2.256 3.218 7.261
C -5.237 -1.269 -4.315
C -5.594 -1.921 -5.648
O -4.467 -2.559 -6.198
H -6.155 -0.985 -3.801
H -4.528 -0.447 -4.418
H -4.922 -1.992 -3.563
H -6.031 -1.231 -6.370
H -6.337 -2.692 -5.443
H -4.060 -3.085 -5.504
C -6.143 -1.560 2.173
C -4.782 -1.459 1.568
O -4.974 -1.343 0.175
H -6.712 -0.716 1.782
H -6.112 -1.550 3.262
H -6.627 -2.503 1.918
H -4.072 -2.268 1.740
H -4.377 -0.499 1.889
H -4.905 -0.404 -0.012
C -1.388 -0.637 0.285
C -0.021 -0.072 0.512
O 0.008 1.151 1.148
H -1.875 -0.676 1.259
H -1.357 -1.630 -0.163
H -2.066 -0.083 -0.365
H 0.409 0.059 -0.481
H 0.677 -0.789 0.942
H 0.913 1.444 1.019
C -2.010 4.073 -0.518
C -2.358 4.154 0.969
O -2.518 2.784 1.461
H -1.809 5.027 -1.006
H -2.806 3.562 -1.059
H -1.072 3.572 -0.757
H -3.264 4.713 1.204
H -1.532 4.632 1.495
H -1.638 2.401 1.457
C -3.945 -5.895 -1.692
C -4.725 -4.978 -0.900
O -4.060 -3.771 -1.089
H -4.308 -6.922 -1.682
H -2.910 -5.961 -1.355
H -3.845 -5.633 -2.746
H -4.599 -5.282 0.139
H -5.781 -4.940 -1.167
H -4.498 -3.041 -0.647
C -0.691 6.760 -3.015
C -1.055 7.666 -1.891
C -0.006 7.714 -0.773
O 0.114 6.396 -0.196
C 0.670 6.353 1.133
N -1.063 9.030 -2.483
H -0.539 5.695 -2.841
H 0.215 7.139 -3.489
H -1.492 6.844 -3.750
H -2.000 7.430 -1.403
H -0.352 8.432 -0.030
H 0.965 8.031 -1.154
H 1.726 6.625 1.114
H 0.492 5.426 1.679
H 0.232 7.163 1.716
H -1.608 9.164 -3.323
H -0.151 9.268 -2.846
C 1.630 3.414 -2.443
C 2.917 4.075 -1.848
C 3.243 5.406 -2.615
O 3.349 5.089 -4.010
C 3.718 6.166 -4.875
N 2.602 4.471 -0.483
H 0.786 4.099 -2.365
H 1.445 2.478 -1.916
H 1.759 3.196 -3.503
H 3.718 3.341 -1.936
H 4.178 5.796 -2.211
H 2.416 6.090 -2.428
H 4.023 5.796 -5.854
H 4.624 6.625 -4.479
H 2.980 6.965 -4.943
H 3.343 5.107 -0.226
H 1.798 5.073 -0.591
C -6.430 1.898 -1.463
C -5.581 2.311 -0.252
C -6.310 2.365 1.038
O -7.501 3.169 0.796
C -7.765 4.200 1.712
N -4.421 1.431 -0.143
H -5.756 1.807 -2.315
H -7.118 2.713 -1.690
H -7.064 1.038 -1.244
H -5.199 3.319 -0.408
H -5.767 2.731 1.909
H -6.742 1.421 1.369
H -7.187 5.103 1.515
H -7.644 3.870 2.744
H -8.821 4.425 1.561
H -3.955 1.425 -1.039
H -3.834 1.930 0.511
C -1.403 -1.385 4.916
C -2.261 -0.386 4.225
C -3.470 0.100 5.020
O -4.152 0.976 4.151
C -5.329 1.552 4.636
N -1.375 0.708 3.819
H -1.059 -0.991 5.873
H -0.527 -1.720 4.360
H -1.924 -2.318 5.130
H -2.568 -0.928 3.331
H -3.136 0.609 5.924
H -4.145 -0.700 5.324
H -6.170 1.490 3.944
H -5.076 2.586 4.871
H -5.673 1.155 5.591
H -0.840 0.490 2.990
H -1.967 1.500 3.614
C -4.243 -3.841 5.005
C -3.780 -4.992 5.905
C -4.817 -5.565 6.920
O -4.704 -4.723 8.075
C -5.556 -5.024 9.145
N -3.289 -6.104 5.072
H -3.466 -3.665 4.262
H -4.347 -2.937 5.605
H -5.182 -4.083 4.507
H -2.961 -4.486 6.417
H -4.697 -6.626 7.138
H -5.841 -5.453 6.564
H -5.388 -4.366 9.997
H -5.329 -6.003 9.568
H -6.586 -4.916 8.804
H -2.701 -5.818 4.302
H -2.697 -6.717 5.614
C 5.398 -3.319 0.577
C 4.946 -3.925 -0.749
C 6.093 -4.030 -1.789
O 6.443 -2.817 -2.472
C 7.442 -2.102 -1.788
N 4.385 -5.205 -0.479
H 5.616 -2.254 0.503
H 6.251 -3.861 0.988
H 4.607 -3.431 1.319
H 4.186 -3.207 -1.058
H 5.844 -4.769 -2.551
H 6.926 -4.573 -1.343
H 7.141 -1.443 -0.974
H 7.943 -1.417 -2.472
H 8.247 -2.785 -1.515
H 4.105 -5.636 -1.349
H 3.531 -5.102 0.050
C 2.459 3.046 3.043
C 3.473 2.253 2.084
C 4.134 1.016 2.801
O 4.874 1.363 3.958
C 5.059 0.255 4.810
N 2.815 1.839 0.864
H 2.136 3.952 2.528
H 3.001 3.358 3.935
H 1.588 2.421 3.241
H 4.338 2.894 1.912
H 4.774 0.398 2.171
H 3.323 0.317 3.009
H 5.751 0.508 5.613
H 5.409 -0.631 4.280
H 4.168 0.044 5.402
H 2.692 2.710 0.369
H 3.468 1.297 0.315
C 0.955 -7.182 3.134
C 0.611 -6.127 2.140
C -0.202 -5.029 2.805
O -1.503 -5.528 3.025
C -2.491 -5.354 2.005
N 1.859 -5.573 1.661
H 1.770 -7.862 2.885
H 0.001 -7.649 3.379
H 1.218 -6.690 4.070
H 0.131 -6.553 1.259
H -0.270 -4.117 2.213
H 0.320 -4.647 3.683
H -2.814 -4.334 1.799
H -3.398 -5.663 2.524
H -2.320 -5.815 1.032
H 2.192 -4.929 2.364
H 2.486 -6.363 1.717
C 5.323 -0.796 -6.901
C 5.119 -1.180 -5.391
C 4.043 -2.231 -5.271
O 2.715 -1.659 -5.462
C 1.579 -2.481 -5.209
N 6.377 -1.681 -4.940
H 6.000 0.044 -7.056
H 4.404 -0.487 -7.398
H 5.792 -1.613 -7.449
H 4.851 -0.259 -4.874
H 3.974 -2.502 -4.217
H 4.151 -3.010 -6.025
H 1.324 -2.636 -4.161
H 1.706 -3.470 -5.650
H 0.755 -2.007 -5.743
H 6.367 -1.965 -3.971
H 7.057 -0.948 -5.082
C 6.385 3.327 -0.765
C 6.898 1.990 -1.285
C 5.769 1.131 -1.957
O 4.769 0.874 -0.949
C 3.840 -0.128 -1.403
N 8.051 2.167 -2.222
H 7.078 3.948 -0.197
H 5.503 3.097 -0.166
H 6.128 4.022 -1.565
H 7.332 1.375 -0.496
H 6.221 0.195 -2.286
H 5.352 1.717 -2.777
H 4.326 -1.008 -1.823
H 3.190 0.302 -2.165
H 3.107 -0.324 -0.620
H 8.601 2.988 -2.013
H 7.646 2.379 -3.122
C 4.649 -6.033 4.135
C 4.340 -4.880 5.132
C 2.941 -4.311 5.024
O 2.661 -3.886 3.672
C 2.818 -2.533 3.389
N 4.762 -5.393 6.409
H 4.286 -6.999 4.486
H 5.725 -6.101 3.976
H 4.177 -5.786 3.184
H 5.063 -4.117 4.847
H 2.809 -3.443 5.669
H 2.181 -5.012 5.368
H 2.741 -2.184 2.359
H 3.740 -2.130 3.808
H 2.072 -2.010 3.987
H 4.357 -6.318 6.445
H 4.224 -4.931 7.128
C 0.536 1.540 -5.779
C 1.749 1.539 -6.729
C 3.125 2.028 -6.078
O 4.182 2.199 -7.059
C 3.967 3.318 -7.891
N 1.813 0.189 -7.317
H -0.305 1.353 -6.447
H 0.317 2.468 -5.249
H 0.615 0.742 -5.042
H 1.540 2.151 -7.606
H 3.562 1.308 -5.387
H 2.937 2.964 -5.553
H 4.944 3.548 -8.317
H 3.593 4.244 -7.453
H 3.330 3.152 -8.760
H 2.075 -0.505 -6.632
H 2.680 0.238 -7.833
C -1.611 -1.743 -3.635
C -1.567 -3.258 -3.668
C -0.993 -3.920 -2.397
O 0.285 -3.465 -2.110
C 0.746 -4.070 -0.905
N -2.910 -3.714 -3.959
H -0.717 -1.190 -3.346
H -2.350 -1.343 -2.941
H -1.941 -1.309 -4.579
H -1.022 -3.457 -4.591
H -1.043 -4.986 -2.622
H -1.674 -3.582 -1.616
H 0.629 -5.153 -0.890
H 0.173 -3.694 -0.057
H 1.794 -3.879 -0.673
H -3.487 -3.597 -3.138
H -2.792 -4.712 -4.062
C -4.374 4.923 -3.590
C -3.564 4.222 -4.675
C -3.661 2.665 -4.629
O -3.329 1.985 -3.417
C -1.929 1.902 -3.293
N -4.044 4.640 -5.988
H -3.871 4.767 -2.636
H -5.368 4.527 -3.381
H -4.522 5.988 -3.774
H -2.507 4.430 -4.509
H -3.007 2.351 -5.442
H -4.655 2.362 -4.958
H -1.679 1.398 -2.359
H -1.512 2.907 -3.233
H -1.381 1.341 -4.049
H -4.070 5.650 -5.974
H -5.012 4.367 -6.075

- Spin multiplicity: 1
- Lowest unoccupied orbital energy: 0.3 eV
- Orbital gap: 8.9 eV

---

# 2
A molecular structure, C70H69N4OP2Pd in a non-equilibrium geometry. Source: the OMol25 dataset; level of theory: ωB97M-V/def2-TZVPD.

Cartesian coordinates (Å):
C -6.077 0.563 -0.966
N -5.481 0.037 0.263
C -6.399 -0.241 1.369
C -4.065 -0.133 0.378
C -3.223 0.978 0.524
C -1.872 0.813 0.523
N -1.286 -0.419 0.357
C 0.109 -0.586 0.310
C 1.034 0.438 0.463
C 2.492 0.153 0.429
C 3.367 1.208 0.667
C 4.732 1.018 0.670
C 5.248 -0.241 0.436
C 4.398 -1.300 0.184
C 3.034 -1.106 0.176
O 0.682 1.619 0.644
C -2.108 -1.522 0.239
C -3.467 -1.397 0.254
H -5.301 0.739 -1.709
H -6.786 -0.154 -1.373
H -6.592 1.501 -0.774
H -5.848 -0.576 2.244
H -6.950 0.657 1.635
H -7.109 -1.012 1.087
H -3.666 1.949 0.658
H -1.222 1.658 0.648
H 0.453 -1.582 0.137
H 2.950 2.186 0.847
H 5.396 1.849 0.865
H 6.314 -0.399 0.454
H 4.801 -2.284 0.003
H 2.386 -1.937 -0.036
H -1.659 -2.492 0.117
H -4.109 -2.257 0.150
C 8.390 -2.344 14.665
N 8.379 -2.035 13.229
C 9.659 -2.219 12.550
C 7.191 -1.899 12.485
C 7.107 -2.443 11.196
C 5.964 -2.343 10.467
C 4.824 -1.680 10.962
C 3.615 -1.596 10.175
C 3.512 -2.078 8.838
C 2.381 -1.972 7.964
C 0.976 -2.088 8.302
C 0.011 -1.973 7.284
C -1.316 -2.170 7.546
C -1.759 -2.455 8.847
N -3.123 -2.611 9.131
C -3.643 -2.328 10.466
C -4.135 -2.851 8.096
C -0.800 -2.579 9.862
C 0.534 -2.437 9.591
Pd 3.176 -0.012 8.678
P 5.354 0.588 8.003
C 5.086 1.615 6.543
C 5.590 2.894 6.468
C 5.417 3.644 5.319
C 4.724 3.117 4.248
C 4.189 1.849 4.336
C 4.367 1.099 5.486
C 6.206 1.542 9.275
C 7.399 2.136 8.934
C 8.096 2.880 9.867
C 7.594 3.023 11.146
C 6.405 2.411 11.491
C 5.714 1.660 10.557
C 6.377 -0.843 7.596
C 7.535 -1.058 8.312
C 8.289 -2.197 8.094
C 7.885 -3.122 7.155
C 6.734 -2.899 6.427
C 5.982 -1.759 6.646
P 1.666 1.584 9.553
C 1.362 1.336 11.324
C 1.617 2.335 12.235
C 1.346 2.138 13.576
C 0.832 0.929 14.007
C 0.592 -0.079 13.097
C 0.846 0.131 11.753
C 2.192 3.297 9.299
C 1.449 4.128 8.491
C 1.826 5.448 8.315
C 2.952 5.936 8.948
C 3.712 5.098 9.739
C 3.327 3.780 9.913
C 0.122 1.337 8.654
C -1.088 1.210 9.305
C -2.258 1.113 8.573
C -2.216 1.154 7.191
C -0.998 1.260 6.543
C 0.171 1.355 7.277
C 4.917 -1.109 12.251
C 6.066 -1.222 12.987
H 7.378 -2.411 15.063
H 8.889 -3.297 14.841
H 8.935 -1.576 15.209
H 9.611 -1.803 11.545
H 10.444 -1.697 13.090
H 9.920 -3.273 12.486
H 7.958 -2.965 10.793
H 5.944 -2.779 9.481
H 2.733 -1.209 10.681
H 4.438 -2.428 8.379
H 2.593 -2.061 6.894
H 0.338 -1.721 6.288
H -2.036 -2.067 6.756
H -2.973 -1.652 10.993
H -4.611 -1.840 10.391
H -3.749 -3.243 11.044
H -3.697 -3.290 7.200
H -4.899 -3.536 8.462
H -4.610 -1.909 7.830
H -1.115 -2.805 10.864
H 1.256 -2.642 10.359
H 6.116 3.313 7.308
H 5.838 4.633 5.255
H 4.601 3.696 3.347
H 3.647 1.435 3.502
H 3.942 0.112 5.561
H 7.784 2.013 7.933
H 9.025 3.350 9.592
H 8.138 3.604 11.873
H 6.011 2.528 12.488
H 4.792 1.171 10.822
H 7.823 -0.356 9.076
H 9.179 -2.371 8.674
H 8.464 -4.018 6.996
H 6.422 -3.616 5.687
H 5.077 -1.595 6.087
H 2.014 3.277 11.896
H 1.520 2.931 14.281
H 0.622 0.777 15.054
H 0.202 -1.028 13.431
H 0.605 -0.625 11.027
H 0.568 3.745 8.003
H 1.229 6.097 7.698
H 3.238 6.968 8.819
H 4.596 5.473 10.231
H 3.904 3.131 10.546
H -1.116 1.230 10.380
H -3.205 1.046 9.080
H -3.127 1.143 6.624
H -0.963 1.305 5.466
H 1.123 1.494 6.784
H 4.082 -0.545 12.633
H 6.156 -0.738 13.941

- Spin multiplicity: 2
- Lowest unoccupied orbital energy (alpha / beta): 3.6 / 3.6 eV
- Orbital gap (alpha / beta): 3.4 / 3.9 eV
- Charge: -2

---

- Among the records above, which one has the lowest spin multiplicity?
  C70H196N14O21